Entry 1:
{"formula": "C28H26N4OZr", "method": "wB97M-V/def2-TZVPD", "charge": 2, "homo_lumo_gap_ha": [0.2124, 0.2124], "species": ["Zr", "C", "C", "O", "N", "C", "C", "C", "C", "C", "C", "N", "H", "H", "H", "H", "H", "H", "H", "H", "H", "H", "N", "C", "C", "C", "N", "C", "C", "H", "H", "H", "H", "H", "H", "C", "C", "C", "C", "C", "C", "C", "C", "C", "C", "C", "C", "C", "C", "C", "H", "H", "H", "H", "H", "H", "H", "H", "H", "H"], "xyz": [[1.7182, 0.9746, -1.2099], [1.6345, -0.6275, -5.1815], [1.2938, 0.4767, -4.2421], [2.0758, 0.8001, -3.2931], [0.1643, 1.1437, -4.4085], [-0.2248, 2.3292, -3.6427], [-1.0939, 2.0385, -2.4345], [-2.4608, 2.2222, -2.5010], [-3.2427, 1.9594, -1.3821], [-2.6250, 1.5147, -0.2258], [-1.2567, 1.3334, -0.2340], [-0.4939, 1.5893, -1.3131], [2.5183, -1.1506, -4.8313], [1.8306, -0.2112, -6.1714], [0.8031, -1.3276, -5.2665], [-0.4303, 0.8606, -5.1745], [-0.7589, 2.9912, -4.3202], [0.6874, 2.8506, -3.3466], [-2.9078, 2.5812, -3.4181], [-4.3144, 2.1012, -1.4172], [-3.1821, 1.2896, 0.6725], [-0.7503, 0.9513, 0.6446], [4.2641, 4.2290, 3.6509], [3.6825, 3.5624, 2.6546], [3.3867, 4.1898, 1.4208], [2.8051, 3.4627, 0.4291], [2.4749, 2.1490, 0.5405], [2.7476, 1.5542, 1.7338], [3.3316, 2.2000, 2.7813], [4.5247, 5.1955, 3.5527], [4.4895, 3.7755, 4.5202], [3.6224, 5.2324, 1.2597], [2.5824, 3.9414, -0.5198], [2.4759, 0.5094, 1.8065], [3.5270, 1.6644, 3.7001], [1.2810, -0.7767, -0.4637], [0.5099, -1.5628, 0.2075], [-0.4254, -2.2412, 0.8513], [-1.0730, -1.5507, 2.0014], [-0.3223, -0.8029, 2.9072], [-0.9460, -0.0837, 3.9158], [-2.3295, -0.1080, 4.0338], [-3.0833, -0.8657, 3.1459], [-2.4612, -1.5849, 2.1367], [-0.8623, -3.5845, 0.4104], [-0.7415, -3.9762, -0.9226], [-1.1288, -5.2446, -1.3161], [-1.6388, -6.1385, -0.3826], [-1.7585, -5.7577, 0.9461], [-1.3745, -4.4865, 1.3422], [0.7587, -0.8263, 2.8360], [-0.3538, 0.4755, 4.6286], [-2.8158, 0.4410, 4.8289], [-4.1599, -0.9052, 3.2488], [-3.0483, -2.1775, 1.4461], [-0.3449, -3.2762, -1.6488], [-1.0355, -5.5421, -2.3521], [-1.9400, -7.1300, -0.6925], [-2.1475, -6.4541, 1.6764], [-1.4575, -4.1971, 2.3820]], "nbo_charge": [1.92, -0.71, 0.75, -0.76, -0.53, -0.27, 0.19, -0.22, -0.10, -0.22, 0.09, -0.57, 0.27, 0.28, 0.26, 0.43, 0.26, 0.23, 0.24, 0.25, 0.26, 0.24, -0.71, 0.28, -0.29, 0.07, -0.68, 0.09, -0.30, 0.42, 0.42, 0.25, 0.20, 0.24, 0.25, -0.71, 0.13, -0.12, -0.07, -0.22, -0.19, -0.20, -0.22, -0.15, 0.00, -0.22, -0.19, -0.18, -0.20, -0.20, 0.21, 0.22, 0.23, 0.23, 0.22, 0.20, 0.22, 0.23, 0.23, 0.22]}

Entry 2:
{"formula": "C28H26N5O4PS", "method": "wB97M-V/def2-TZVPD", "smiles": "O=NOCc1cc2c(cc1P(O)O)Sc1ccccc1N2.c1ccncc1.c1ccncc1.c1ccncc1", "charge": 0, "homo_lumo_gap_ha": 0.2999, "species": ["O", "N", "O", "C", "C", "C", "C", "C", "C", "C", "P", "O", "O", "S", "C", "C", "C", "C", "C", "C", "N", "H", "H", "H", "H", "H", "H", "H", "H", "H", "H", "H", "C", "C", "C", "N", "C", "C", "H", "H", "H", "H", "H", "C", "C", "C", "N", "C", "C", "H", "H", "H", "H", "H", "C", "C", "C", "N", "C", "C", "H", "H", "H", "H", "H"], "xyz": [[-5.7660, 0.5669, 3.5145], [-4.7831, -0.0427, 3.5746], [-3.6201, 0.8174, 3.5721], [-3.1836, 0.9366, 2.2152], [-2.0098, 1.8704, 2.1618], [-2.2757, 3.2386, 2.2042], [-1.2362, 4.1498, 2.1369], [0.0829, 3.7005, 2.0410], [0.3643, 2.3464, 2.0005], [-0.6875, 1.4296, 2.0570], [-0.2966, -0.3816, 1.9774], [0.9432, -0.2958, 0.9069], [0.5703, -0.6056, 3.3449], [1.3543, 4.9389, 1.9608], [0.5066, 6.0976, 0.9136], [1.1649, 6.8064, -0.0814], [0.4308, 7.6802, -0.8755], [-0.9387, 7.8375, -0.6887], [-1.5813, 7.1350, 0.3222], [-0.8618, 6.2684, 1.1350], [-1.5294, 5.5574, 2.1919], [-2.9158, -0.0403, 1.8155], [-3.9750, 1.3463, 1.5861], [-3.2790, 3.6249, 2.2952], [1.3911, 2.0205, 1.9181], [0.6849, 0.1953, 0.1127], [1.4115, -0.1269, 3.2799], [2.2239, 6.6778, -0.2271], [0.9435, 8.2151, -1.6595], [-1.5189, 8.4959, -1.3138], [-2.6385, 7.2233, 0.5121], [-1.1091, 5.8919, 3.0606], [1.3515, -2.1884, -4.2261], [2.3072, -1.3187, -3.7264], [1.8975, -0.3326, -2.8426], [0.6346, -0.1715, -2.4468], [-0.2707, -1.0168, -2.9383], [0.0338, -2.0373, -3.8249], [1.6314, -2.9723, -4.9191], [3.3466, -1.4042, -4.0170], [2.6131, 0.3674, -2.4256], [-1.2898, -0.8624, -2.6013], [-0.7429, -2.6948, -4.1902], [-3.5557, -3.6400, 3.4113], [-3.0357, -4.9219, 3.4844], [-3.7671, -5.9619, 2.9304], [-4.9456, -5.8006, 2.3314], [-5.4310, -4.5620, 2.2708], [-4.7801, -3.4536, 2.7916], [-3.0159, -2.7990, 3.8287], [-2.0833, -5.1134, 3.9594], [-3.3942, -6.9799, 2.9642], [-6.3924, -4.4589, 1.7791], [-5.2185, -2.4699, 2.7119], [6.6184, -5.3460, -3.3720], [5.3014, -5.1056, -3.0165], [4.6496, -4.0290, -3.5967], [5.2166, -3.2070, -4.4802], [6.4842, -3.4523, -4.8074], [7.2254, -4.5021, -4.2872], [7.1631, -6.1767, -2.9419], [4.7887, -5.7366, -2.3038], [3.6184, -3.8069, -3.3449], [6.9233, -2.7685, -5.5255], [8.2514, -4.6523, -4.5933]], "nbo_charge": [-0.22, 0.39, -0.44, -0.13, -0.05, -0.18, 0.10, -0.09, -0.27, -0.30, 1.34, -1.01, -0.98, 0.28, -0.20, -0.20, -0.20, -0.21, -0.20, 0.12, -0.64, 0.20, 0.18, 0.23, 0.22, 0.51, 0.49, 0.22, 0.22, 0.22, 0.23, 0.38, -0.17, -0.27, 0.04, -0.45, 0.03, -0.26, 0.22, 0.24, 0.19, 0.19, 0.22, -0.17, -0.26, 0.03, -0.42, 0.03, -0.26, 0.22, 0.22, 0.19, 0.19, 0.22, -0.16, -0.26, 0.03, -0.43, 0.04, -0.26, 0.22, 0.22, 0.19, 0.19, 0.22]}

Entry 3:
{"formula": "C28H26N5O4Pt", "method": "wB97M-V/def2-TZVPD", "relative_energy_ev": 0.000, "multiplicity": 2, "charge": 0, "homo_lumo_gap_ha": [0.2657, 0.2954], "species": ["Pt", "C", "C", "O", "N", "C", "C", "C", "C", "C", "C", "N", "H", "H", "H", "H", "H", "H", "H", "H", "H", "H", "O", "C", "N", "C", "C", "O", "N", "C", "C", "C", "C", "C", "C", "C", "C", "C", "C", "C", "C", "H", "H", "H", "H", "H", "H", "H", "H", "H", "H", "H", "O", "N", "C", "C", "C", "C", "C", "H", "H", "H", "H", "H"], "xyz": [[1.3292, -2.3955, -0.7407], [-0.4673, -0.2733, 2.3751], [-0.0260, -1.7149, 2.3324], [0.9843, -2.1124, 2.8939], [-0.8533, -2.5473, 1.6491], [-0.5399, -3.9429, 1.4296], [-0.8749, -4.3623, 0.0283], [-1.8654, -5.3068, -0.2031], [-2.1742, -5.6809, -1.5006], [-1.4857, -5.0779, -2.5390], [-0.5256, -4.1310, -2.2317], [-0.2106, -3.7907, -0.9783], [0.4040, 0.3553, 2.5444], [-1.1706, -0.1275, 3.1958], [-0.9519, 0.0294, 1.4466], [-1.6841, -2.1659, 1.2287], [-1.0863, -4.5887, 2.1237], [0.5266, -4.0593, 1.6278], [-2.3842, -5.7430, 0.6396], [-2.9423, -6.4178, -1.6934], [-1.6943, -5.3111, -3.5728], [0.0207, -3.6114, -3.0076], [-2.0736, -1.7011, -1.7184], [-1.3772, -0.7442, -1.4297], [-1.8260, 0.5540, -1.4577], [-0.8476, 1.4939, -0.9855], [0.3337, 0.5087, -0.7464], [1.4331, 0.8722, -0.3524], [-0.0514, -0.7537, -1.0124], [-1.2574, 2.1548, 0.3382], [-0.3073, 2.7353, 1.1758], [-0.6865, 3.3349, 2.3664], [-2.0223, 3.3727, 2.7424], [-2.9744, 2.8002, 1.9146], [-2.5926, 2.1951, 0.7240], [-0.4980, 2.5588, -2.0301], [0.6583, 3.3271, -1.9138], [0.9436, 4.3163, -2.8416], [0.0785, 4.5602, -3.8993], [-1.0698, 3.7961, -4.0252], [-1.3522, 2.8004, -3.0993], [-2.7876, 0.7471, -1.6649], [0.7377, 2.6804, 0.9108], [0.0693, 3.7697, 3.0083], [-2.3166, 3.8417, 3.6722], [-4.0204, 2.8195, 2.1928], [-3.3557, 1.7420, 0.1061], [1.3505, 3.1291, -1.1104], [1.8512, 4.8976, -2.7397], [0.3023, 5.3342, -4.6219], [-1.7503, 3.9676, -4.8494], [-2.2422, 2.2011, -3.2308], [3.3143, -1.8625, -0.3764], [3.5336, -0.9374, 0.5548], [3.8397, 0.3069, 0.1633], [4.1229, 1.2742, 1.1022], [4.0676, 0.9574, 2.4501], [3.7247, -0.3330, 2.8233], [3.4609, -1.2723, 1.8507], [3.8252, 0.4609, -0.9023], [4.3674, 2.2705, 0.7644], [4.2768, 1.7085, 3.1993], [3.6382, -0.6221, 3.8598], [3.1515, -2.2868, 2.0404]], "nbo_charge": [0.55, -0.70, 0.70, -0.67, -0.61, -0.26, 0.22, -0.24, -0.15, -0.25, 0.09, -0.46, 0.24, 0.23, 0.22, 0.41, 0.19, 0.26, 0.22, 0.22, 0.23, 0.22, -0.67, 0.78, -0.65, -0.04, 0.70, -0.69, -0.73, -0.03, -0.21, -0.20, -0.22, -0.22, -0.16, -0.03, -0.20, -0.21, -0.22, -0.22, -0.15, 0.41, 0.24, 0.21, 0.21, 0.21, 0.20, 0.23, 0.21, 0.21, 0.21, 0.20, -0.63, 0.04, 0.10, -0.23, -0.17, -0.23, 0.06, 0.25, 0.23, 0.22, 0.24, 0.26]}